Record 1
The following is a DFT calculation (ωB97M-V/def2-TZVPD) of C6H12Br2I2InNPPt as an isolated structure.

XYZ file:
```
26
Properties=species:S:1:pos:R:3:forces:R:3:lowdin_charge:R:1
C -1.394912 -2.257615 3.676005 0.120 0.026 -0.002 -0.163
C -1.506617 -1.991496 2.206437 0.268 0.259 -0.122 -0.872
Br -2.585263 -3.225541 1.268001 -0.090 -0.062 -0.134 0.774
C -0.898501 -1.019799 1.503390 -0.252 -0.265 0.528 -0.847
Br 0.225576 0.155988 2.504061 0.125 0.151 0.162 0.723
In -0.956811 -0.624720 -0.569924 -0.876 -0.559 0.462 0.418
P 1.321668 -1.617934 -1.502418 0.231 -0.100 -0.267 0.736
N 1.154268 -3.110448 -1.100829 0.453 0.059 -0.060 -0.214
C -0.830086 1.637993 -0.937132 0.927 0.891 -0.261 -0.898
I -2.455127 1.677810 -2.189948 -0.679 -0.322 -0.179 1.049
C 0.457607 2.145675 -1.493044 0.156 -0.362 0.220 -0.833
C 1.520793 2.414194 -0.424465 -0.017 -0.050 0.177 -0.162
I 0.030898 4.024740 -2.586297 0.289 0.417 -0.112 0.909
H -2.067702 -3.049360 3.991572 -0.031 0.070 -0.007 0.064
H -0.373624 -2.559377 3.922828 -0.003 0.023 -0.038 0.092
H -1.602214 -1.345223 4.238242 -0.034 -0.038 -0.009 0.077
H -2.167109 -1.412049 -1.477184 0.153 -0.122 -0.407 -0.058
H 1.507305 -1.264205 -2.849622 0.030 0.131 -0.023 -0.014
H 2.303158 -0.969097 -0.743698 -0.127 0.125 0.140 -0.001
H 1.007434 -3.784017 -1.850147 -0.431 0.001 0.136 0.029
H -1.098300 2.119962 0.005007 0.031 -0.345 0.127 0.050
H 0.836528 1.498829 -2.280889 -0.098 0.225 -0.202 0.053
H 2.440511 1.867017 -0.633141 -0.036 -0.003 -0.035 0.081
H 1.155495 2.114336 0.558783 0.032 -0.051 -0.031 0.026
H 1.790018 3.467001 -0.361220 -0.020 -0.018 -0.076 0.032
Pt 2.185009 5.107336 -2.874368 -0.121 -0.083 0.015 -0.050
```
Forces are in eV/Å.

Properties
multiplicity	1
LUMO energy	-7.70	eV
total charge	+1

=====

Record 2
The following is a DFT calculation (ωB97M-V/def2-TZVPD) of C2H5NO2S as an isolated structure.

XYZ file:
```
11
Properties=species:S:1:pos:R:3:forces:R:3:lowdin_charge:R:1
C -0.391005 0.551397 -0.455636 -1.993 -0.748 0.447 -0.162
C -0.487438 -0.169617 0.870744 -0.499 -0.442 -0.809 -0.310
N 0.948794 1.764785 -0.115660 0.995 0.704 -2.106 -0.205
O 0.604398 0.136768 1.720168 -0.202 -0.294 0.432 -0.382
O 2.877010 0.067836 0.597629 -0.635 1.059 0.568 -0.269
S 1.702443 1.196366 1.075042 2.460 -0.584 2.149 0.919
H -0.019309 -0.025509 -1.289687 0.337 0.101 -0.192 0.068
H -1.217673 1.192401 -0.716664 -0.155 -0.038 -0.097 0.060
H -1.404263 0.104240 1.397964 0.116 -0.007 0.075 0.113
H -0.480214 -1.257314 0.718664 -0.055 0.070 0.081 0.112
H 2.854062 -0.223351 -0.316600 -0.368 0.180 -0.548 0.057
```
Forces are in eV/Å.

Properties
multiplicity	3
LUMO energy (spin up / spin down)	0.60 / -2.81	eV

=====

Record 3
The following is a DFT calculation (ωB97M-V/def2-TZVPD) of a 2-piece molecular cluster, C5H12Si overall.

XYZ file:
```
18
Properties=species:S:1:pos:R:3:forces:R:3:lowdin_charge:R:1
C -3.075287 -1.100949 -0.946168 -0.320 -1.745 0.659 -0.201
C -2.213791 -0.368203 -1.588460 0.445 2.340 -2.112 -0.125
C 2.752526 -0.140243 0.190321 2.547 0.451 -1.076 -0.199
C -0.502299 0.632405 1.768223 2.026 0.704 -1.573 -0.273
C 1.476260 -0.067496 -0.604646 -0.976 1.148 0.356 -0.396
Si 0.098179 1.194064 0.010571 -1.173 -1.152 0.623 0.813
H -3.906204 -1.611643 -1.527960 0.816 0.658 0.973 0.061
H -2.847549 -1.424629 0.095310 -0.653 0.230 -0.724 0.035
H -2.437964 -0.035503 -2.683022 0.843 -0.484 1.942 0.032
H 3.562852 -0.772193 -0.293918 -1.282 0.051 0.533 0.090
H 3.362144 0.777050 0.304201 -0.846 0.227 -0.257 0.070
H 2.596073 -0.446471 1.188085 -0.223 -0.745 1.091 0.040
H -1.290157 1.251321 2.152856 -0.300 0.055 0.274 0.007
H -0.757184 -0.380837 1.573673 -0.595 -0.965 0.407 -0.014
H 0.430332 0.660881 2.374254 -0.735 0.031 0.021 0.026
H 0.944096 -1.020513 -0.532908 -0.079 0.086 -0.084 0.057
H 1.636334 0.123779 -1.655423 0.148 0.012 -0.330 0.044
H 0.171637 2.729181 0.175012 0.359 -0.903 -0.724 -0.066
```
Forces are in eV/Å.

Properties
multiplicity	1
LUMO energy (spin up / spin down)	-0.24 / -0.35	eV

=====

Record 4
The following is a DFT calculation (ωB97M-V/def2-TZVPD) of one molecule with the formula C23H29N3O3.

XYZ file:
```
58
Properties=species:S:1:pos:R:3:forces:R:3:lowdin_charge:R:1
C -3.809712 -0.550394 -1.774465 -0.015 -0.282 -0.219 -0.065
H -4.676622 -1.119882 -1.440730 0.042 0.017 -0.064 0.097
O -3.637500 0.469358 -0.814432 0.080 0.379 0.270 -0.096
C -2.525937 1.254180 -0.889971 0.199 0.248 -0.021 -0.220
C -1.648531 1.236051 -1.968815 -0.196 -0.196 -0.066 -0.014
C -0.561951 2.091700 -2.004913 -0.004 0.122 0.038 -0.102
C -0.328728 2.962901 -0.958098 0.083 0.084 -0.088 -0.106
C -1.185580 2.960645 0.128704 -0.048 -0.061 -0.113 -0.040
C -2.288244 2.124291 0.186027 -0.166 0.017 -0.104 -0.166
C -3.199252 2.196192 1.384807 -0.044 -0.132 -0.099 -0.115
H -4.099601 2.757435 1.119226 0.010 0.024 0.107 0.126
H -2.674912 2.748186 2.165595 -0.054 0.047 -0.049 0.114
C -3.638163 0.834244 1.948015 -0.155 -0.041 0.029 -0.094
C -2.568495 -0.181220 1.820403 0.298 0.107 0.292 -0.338
N -1.304057 -0.057426 2.045141 -0.738 1.116 0.301 0.135
N -0.729730 -1.243060 1.739181 0.231 -1.377 -0.330 0.108
C -1.673570 -2.031997 1.343961 0.347 0.134 0.227 -0.337
O -2.874867 -1.424158 1.378929 -0.114 -0.159 -0.077 0.153
C -1.533834 -3.427898 0.861613 -0.043 -0.015 -0.087 -0.093
C -0.153131 -3.601440 0.232173 -0.349 0.145 -0.046 -0.094
H -0.052487 -4.610314 -0.173747 0.042 0.022 0.024 0.126
C 0.011798 -2.595302 -0.904406 0.459 -0.450 0.326 -0.494
O -0.930064 -2.182082 -1.554643 -0.406 0.074 -0.174 0.053
N 1.281474 -2.229951 -1.139512 0.323 0.047 -0.009 0.082
H 2.022096 -2.577115 -0.552101 -0.168 -0.050 0.092 0.133
C 1.645398 -1.241725 -2.130153 0.130 0.124 -0.364 -0.162
H 0.745278 -0.660011 -2.344289 0.092 -0.049 -0.029 0.109
H 1.954676 -1.750604 -3.053249 -0.114 0.117 0.037 0.123
C 2.774101 -0.334479 -1.650766 -0.450 0.061 0.068 -0.144
C 2.385745 0.583601 -0.491479 0.081 -0.195 -0.262 -0.263
H 1.428186 1.050761 -0.730101 0.056 -0.019 0.023 0.111
C 3.453172 1.667897 -0.219531 0.031 0.117 -0.062 -0.105
H 3.066152 2.665154 -0.424881 -0.015 0.091 -0.073 0.107
H 4.351242 1.518797 -0.819614 0.028 0.046 -0.067 0.113
C 3.752414 1.502676 1.287620 0.099 0.299 0.105 -0.274
C 4.458425 0.177953 1.417240 0.161 0.054 0.175 -0.049
C 3.562876 -0.772892 1.185392 -0.109 -0.195 0.158 -0.064
C 2.246401 -0.099847 0.897099 -0.350 -0.024 0.070 -0.256
H 1.346924 -0.693549 1.022001 0.099 0.021 0.006 0.094
C 2.363205 1.126845 1.809374 -0.034 -0.024 0.125 -0.101
H 1.597934 1.875089 1.616110 -0.112 0.115 -0.079 0.112
H 2.359140 0.862964 2.865102 0.007 -0.021 0.057 0.121
H 3.729106 -1.836654 1.157725 0.161 -0.203 -0.045 0.100
H 5.512925 0.071657 1.600565 0.220 -0.110 -0.016 0.103
H 4.251183 2.355685 1.742277 0.012 0.013 0.026 0.134
H 3.070153 0.288347 -2.498410 0.086 -0.058 -0.044 0.118
H 3.638716 -0.941537 -1.370242 0.150 0.044 -0.056 0.114
H 0.616930 -3.438953 0.985615 0.071 -0.061 -0.023 0.114
H -1.669644 -4.125014 1.692425 -0.028 -0.005 -0.070 0.127
H -2.314254 -3.609243 0.120359 0.059 -0.044 0.061 0.127
H -3.903008 0.951476 3.002191 -0.039 -0.039 -0.053 0.125
H -4.507236 0.454334 1.412049 0.045 0.061 0.119 0.118
H -0.995170 3.627419 0.957090 0.003 0.051 0.121 0.113
H 0.516681 3.634190 -0.981569 0.091 0.052 0.006 0.100
H 0.101201 2.072356 -2.858062 0.057 -0.012 -0.069 0.108
H -1.808780 0.553969 -2.787783 -0.039 -0.092 -0.062 0.107
H -4.014840 -0.134324 -2.766294 0.001 0.008 0.044 0.097
H -2.935642 -1.205272 -1.821771 -0.063 0.056 0.012 0.070
```
Forces are in eV/Å.

Properties
multiplicity	1
LUMO energy	0.85	eV

=====

Calculated total energy (eV)
-181886.956, -18568.119, -13252.222, -34934.195